{"formula": "I2O8V4", "method": "ωB97M-V with the def2-TZVPD basis set", "s2": 0.766, "charge": 1, "homo_ha": [-0.3698, -0.3696], "gap_ev": [2.91, 2.87], "spin_multiplicity": 2, "symbols": ["O", "V", "O", "O", "V", "O", "O", "V", "O", "O", "V", "O", "I", "I"], "xyz": [[-0.78, -0.95, 0.55], [-0.97, -0.65, -1.10], [-1.49, 0.73, -1.41], [3.92, -0.12, 3.15], [2.85, -1.39, 3.14], [1.50, -0.83, 2.35], [-1.01, -0.51, 3.69], [-2.54, -0.73, 3.62], [-3.08, -0.79, 2.07], [1.44, 2.41, -4.73], [0.21, 3.10, -3.96], [0.07, 2.64, -2.41], [1.91, -0.72, -1.67], [-2.01, -2.19, -3.30]]}


{"formula": "C28H45BBr16N3O3PS2", "method": "ωB97M-V with the def2-TZVPD basis set", "charge": 0, "homo_ha": -0.2918, "smiles": "NB(O)c1cc2c(c(P(O)(O)=S)c1)Nc1c(N)cccc1S2.BrCCBr.BrCCBr.BrCCBr.BrCCBr.BrCCBr.BrCCBr.BrCCBr.BrCCBr", "gap_ev": 7.87, "spin_multiplicity": 1, "symbols": ["N", "B", "O", "C", "C", "C", "C", "C", "P", "O", "O", "S", "C", "N", "C", "C", "N", "C", "C", "C", "C", "S", "H", "H", "H", "H", "H", "H", "H", "H", "H", "H", "H", "H", "H", "Br", "C", "C", "Br", "H", "H", "H", "H", "Br", "C", "C", "Br", "H", "H", "H", "H", "Br", "C", "C", "Br", "H", "H", "H", "H", "Br", "C", "C", "Br", "H", "H", "H", "H", "Br", "C", "C", "Br", "H", "H", "H", "H", "Br", "C", "C", "Br", "H", "H", "H", "H", "Br", "C", "C", "Br", "H", "H", "H", "H", "Br", "C", "C", "Br", "H", "H", "H", "H"], "xyz": [[-3.99, 3.62, 1.54], [-4.64, 3.26, 0.25], [-5.73, 3.99, -0.18], [-4.04, 2.09, -0.63], [-4.33, 2.16, -1.99], [-3.83, 1.22, -2.84], [-3.02, 0.19, -2.41], [-2.75, 0.08, -1.05], [-1.72, -1.28, -0.43], [-1.93, -1.36, 1.18], [-2.33, -2.68, -0.98], [0.14, -1.04, -0.85], [-3.26, 1.04, -0.16], [-2.51, -0.78, -3.34], [-1.87, -0.17, -4.47], [-0.59, -0.53, -4.88], [0.10, -1.53, -4.12], [-0.02, 0.10, -5.98], [-0.70, 1.06, -6.69], [-1.97, 1.42, -6.29], [-2.51, 0.82, -5.20], [-4.14, 1.27, -4.60], [-3.02, 3.82, 1.29], [-3.99, 2.83, 2.18], [-5.44, 4.92, -0.21], [-4.95, 2.98, -2.35], [-2.56, -2.08, 1.34], [-3.29, -2.55, -1.05], [-3.04, 1.01, 0.92], [-3.35, -1.27, -3.71], [0.94, -1.74, -4.65], [0.42, -1.06, -3.27], [0.99, -0.16, -6.29], [-0.27, 1.55, -7.56], [-2.49, 2.19, -6.86], [-4.92, -2.74, -4.20], [-6.48, -3.11, -3.09], [-7.43, -1.94, -3.04], [-6.78, -0.55, -1.86], [-6.11, -3.39, -2.11], [-6.96, -3.97, -3.56], [-8.39, -2.25, -2.63], [-7.59, -1.48, -4.02], [2.06, -4.03, -2.36], [3.90, -3.53, -1.97], [3.97, -2.22, -1.23], [3.68, -0.72, -2.43], [4.43, -3.51, -2.92], [4.28, -4.34, -1.36], [4.96, -2.07, -0.82], [3.24, -2.14, -0.44], [5.04, 2.82, -3.02], [6.30, 2.23, -1.66], [7.59, 1.74, -2.28], [7.37, -0.04, -3.03], [5.80, 1.48, -1.07], [6.49, 3.11, -1.05], [8.36, 1.64, -1.52], [7.95, 2.38, -3.08], [3.82, -2.67, 2.38], [4.84, -4.22, 2.95], [6.29, -4.08, 2.58], [6.56, -4.42, 0.68], [4.37, -5.09, 2.50], [4.71, -4.26, 4.03], [6.89, -4.83, 3.10], [6.69, -3.09, 2.79], [-3.26, 7.75, 4.85], [-5.11, 7.71, 4.25], [-5.30, 6.73, 3.13], [-4.63, 7.42, 1.44], [-5.37, 8.73, 3.97], [-5.69, 7.41, 5.12], [-6.36, 6.54, 2.96], [-4.79, 5.78, 3.29], [7.91, -0.49, 0.73], [9.16, -1.01, 2.14], [10.47, -1.50, 1.59], [10.35, -3.31, 0.90], [8.66, -1.76, 2.75], [9.31, -0.11, 2.73], [11.22, -1.55, 2.37], [10.84, -0.87, 0.78], [1.32, -0.78, 4.63], [0.12, -2.06, 3.78], [-0.09, -3.27, 4.65], [1.43, -4.48, 4.58], [0.53, -2.30, 2.81], [-0.82, -1.52, 3.65], [-0.93, -3.86, 4.29], [-0.24, -3.02, 5.70], [-5.14, 2.73, 5.09], [-4.15, 1.12, 5.53], [-2.75, 1.17, 4.99], [-2.71, 0.84, 3.07], [-4.72, 0.28, 5.14], [-4.14, 1.07, 6.62], [-2.14, 0.38, 5.43], [-2.26, 2.13, 5.15]]}


{"formula": "C22H24AsClI2OPV", "method": "ωB97M-V with the def2-TZVPD basis set", "s2": 1.003, "charge": 3, "homo_ha": [-0.6299, -0.6295], "de_lowest_kj_mol": 72.4, "gap_ev": [3.86, 3.66], "spin_multiplicity": 2, "symbols": ["I", "I", "V", "P", "C", "C", "H", "H", "H", "C", "H", "H", "H", "H", "H", "H", "C", "O", "Cl", "C", "C", "C", "C", "C", "C", "As", "C", "C", "C", "C", "C", "C", "C", "C", "C", "C", "C", "C", "H", "H", "H", "H", "H", "H", "H", "H", "H", "H", "H", "H", "H", "H", "H"], "xyz": [[3.75, -1.96, -3.06], [4.02, -0.81, -0.50], [0.82, -1.64, -0.17], [1.55, -3.76, 0.62], [2.31, -4.14, 2.22], [0.02, -4.72, 0.50], [2.25, -4.25, -1.62], [2.96, -5.44, -0.47], [3.59, -3.77, -0.59], [2.70, -4.39, -0.63], [-0.45, -4.54, -0.47], [0.26, -5.78, 0.63], [2.48, -5.23, 2.29], [1.65, -3.80, 3.02], [-0.67, -4.39, 1.29], [3.26, -3.60, 2.31], [1.81, -1.16, 1.35], [2.48, -0.86, 2.28], [0.22, -2.17, -2.30], [-4.80, 2.27, 1.72], [-4.72, 0.99, 1.15], [-3.50, 0.45, 0.73], [-2.31, 1.20, 0.81], [-2.38, 2.47, 1.39], [-3.61, 2.99, 1.85], [-0.59, 0.44, 0.11], [-0.78, 0.95, -1.79], [0.33, 0.98, -2.65], [0.14, 1.09, -4.02], [-1.14, 1.31, -4.53], [-2.23, 1.39, -3.66], [-2.05, 1.24, -2.28], [0.61, 1.87, 0.73], [1.27, 2.77, -0.11], [2.19, 3.65, 0.48], [2.37, 3.72, 1.87], [1.62, 2.89, 2.70], [0.75, 1.97, 2.12], [-5.75, 2.67, 2.08], [-5.63, 0.40, 1.03], [-3.45, -0.57, 0.35], [-1.46, 3.04, 1.52], [-3.62, 3.95, 2.35], [1.36, 0.91, -2.26], [1.02, 1.03, -4.68], [-1.26, 1.49, -5.60], [-3.22, 1.63, -4.03], [-2.86, 1.43, -1.58], [1.05, 2.78, -1.18], [2.76, 4.31, -0.18], [3.04, 4.44, 2.31], [1.68, 2.94, 3.79], [0.14, 1.33, 2.77]]}


Number 1: electronic energy -135314.718 eV. Number 2: electronic energy -1192699.816 eV. Number 3: electronic energy -149758.363 eV.